# C2HFN2O4

A cluster of 2 separate species, C2HFN2O4 in total (the ωB97M-V functional and the def2-TZVPD basis, the Open Molecules 2025 dataset).

```
10
Properties=species:S:1:pos:R:3:forces:R:3
C 1.590522 0.563590 1.348908 -2.44 -2.95 -2.74
C -1.444955 -0.517837 -0.636227 0.05 -0.83 0.53
N -1.033834 -1.533979 -0.209222 -1.08 0.52 -0.57
N -1.152510 0.652114 -1.386738 -0.16 1.05 0.43
O 0.563417 0.931884 0.896134 0.92 -0.43 0.33
O -0.881128 -2.620317 0.241448 0.33 0.39 0.05
O -0.119322 0.600455 -1.990999 0.88 -0.15 -0.78
O -1.892885 1.619403 -1.338592 -0.07 -1.03 0.27
F 2.135603 -0.700089 1.105270 -0.92 1.24 -0.05
H 2.235092 1.004775 1.970018 2.49 2.19 2.53
```
Positions in Å, forces in eV/Å.

Kohn-Sham gap = 9.7420 eV
Relative energy (zero: lowest compared OMol25 entry of this formula, charge and spin) = 24.6 kcal per mole
E_LUMO = -1.07 eV


# C2HFN2OS

An isolated molecule of C2HFN2OS (the ωB97M-V functional and the def2-TZVPD basis, the Open Molecules 2025 dataset).

```
8
Properties=species:S:1:pos:R:3:forces:R:3
F -2.084561 -1.592606 0.563198 0.08 0.05 0.08
C -0.988704 -0.898494 0.605781 0.37 0.26 -0.28
N -0.141284 -0.777009 1.546521 -0.42 -0.33 0.11
N 0.848109 0.070093 1.049538 -0.08 0.32 -0.62
C 0.481323 0.377283 -0.151697 0.35 -0.06 0.44
S 1.254918 1.398763 -1.329752 -0.15 -0.04 -0.12
O -0.684654 -0.209301 -0.523377 -0.25 -0.19 0.26
H 2.256118 1.703320 -0.502667 0.10 0.00 0.14
```
Positions in Å, forces in eV/Å.

Kohn-Sham gap = 10.1739 eV
SMILES = Fc1nnc(S)o1
Relative energy (zero: lowest compared OMol25 entry of this formula, charge and spin) = 6.7 kcal per mole
E_LUMO = 0.52 eV


# C2HFN3O

The ion C2HFN3O with charge +1 (the ωB97M-V functional and the def2-TZVPD basis, the Open Molecules 2025 dataset).

```
8
Properties=species:S:1:pos:R:3:forces:R:3
C 1.197473 1.198861 -0.014931 -0.23 1.55 0.02
C -0.399194 -0.715024 0.037249 -1.31 -1.48 -0.07
N -2.806830 0.609211 -0.105759 0.95 0.21 0.17
N -1.727383 0.472068 0.022982 -1.55 1.25 -0.20
N 0.771657 -0.103315 0.057647 1.14 -3.22 -0.18
O -0.977715 -1.719319 0.013981 1.70 1.17 0.09
F 2.493665 1.164949 -0.015409 -0.81 -0.38 -0.01
H 1.448329 -0.907430 0.004238 0.11 0.90 0.18
```
Positions in Å, forces in eV/Å.

Total charge = +1
Kohn-Sham gap = 9.4598 eV
Relative energy (zero: lowest compared OMol25 entry of this formula, charge and spin) = 12.3 kcal per mole
E_LUMO = -6.39 eV


# C2HFO2Tm

A structure of composition C2HFO2Tm (the ωB97M-V functional and the def2-TZVPD basis, the Open Molecules 2025 dataset).

```
7
Properties=species:S:1:pos:R:3:forces:R:3
O 0.770454 0.353756 -0.718208 0.22 -0.33 -1.06
C 0.486841 0.583954 0.403606 -0.95 -0.20 0.99
C -0.078000 0.695967 1.591384 0.67 0.41 0.14
H -0.820326 1.475940 1.765265 0.07 -0.28 -0.11
F 0.470171 0.114738 2.662987 -0.22 0.06 -0.38
Tm 0.334383 -0.951008 -2.787509 -4.82 -4.17 -0.15
O -1.163523 -2.273346 -2.917525 5.03 4.51 0.57
```
Positions in Å, forces in eV/Å.

Expectation value of S² = 2.00
Total charge = +1
Kohn-Sham gap (spin up / spin down) = 7.1713 / 7.2014 eV
Relative energy (zero: lowest compared OMol25 entry of this formula, charge and spin) = 19.3 kcal per mole
E_LUMO (spin up / spin down) = -6.21 / -6.14 eV
Spin multiplicity = 3


# C2HKLi2O2

A structure of composition C2HKLi2O2 (the ωB97M-V functional and the def2-TZVPD basis, the Open Molecules 2025 dataset).

```
8
Properties=species:S:1:pos:R:3:forces:R:3
O 1.834383 0.993902 1.986272 -5.10 3.48 1.16
C 0.596461 1.551685 2.255091 5.64 -6.65 1.68
C -0.522981 1.291447 1.504233 -2.16 4.03 -4.33
K -0.453737 -1.667718 -1.891341 0.04 0.21 0.08
Li 0.025518 1.777826 -1.198220 -0.03 -0.83 -0.05
H 0.065693 1.134903 3.250894 1.27 1.63 -0.18
Li -0.502903 3.682029 -0.065953 -0.16 1.11 0.19
O -1.010304 2.255061 0.708754 0.51 -2.98 1.44
```
Positions in Å, forces in eV/Å.

Kohn-Sham gap (spin up / spin down) = 3.4976 / 3.4980 eV
Relative energy (zero: lowest compared OMol25 entry of this formula, charge and spin) = 84.6 kcal per mole
E_LUMO (spin up / spin down) = -0.98 / -0.98 eV


# C2HKLiO3

A structure of composition C2HKLiO3 (the ωB97M-V functional and the def2-TZVPD basis, the Open Molecules 2025 dataset).

```
8
Properties=species:S:1:pos:R:3:forces:R:3
O 1.820717 -0.688629 0.298000 1.83 -3.40 0.95
C 1.259023 0.362050 0.094867 -2.78 0.97 -2.60
H 1.780388 1.336180 0.142477 -0.36 -0.14 0.00
O -0.837369 -0.798442 -0.216799 -1.17 -3.22 -0.94
C -0.228085 0.293770 -0.407089 3.62 2.58 4.08
O -0.758100 1.401248 -0.141312 -2.31 1.53 -1.31
Li 0.300501 -2.332806 0.191346 0.19 1.62 -0.13
K -3.337075 0.426629 0.038509 0.98 0.06 -0.04
```
Positions in Å, forces in eV/Å.

Expectation value of S² = 0.75
Kohn-Sham gap (spin up / spin down) = 2.7781 / 6.7596 eV
Relative energy (zero: lowest compared OMol25 entry of this formula, charge and spin) = 23.6 kcal per mole
E_LUMO (spin up / spin down) = -0.64 / -0.65 eV
Spin multiplicity = 2


# C2HN2O3S

The ion C2HN2O3S with charge -1 (the ωB97M-V functional and the def2-TZVPD basis, the Open Molecules 2025 dataset).

```
9
Properties=species:S:1:pos:R:3:forces:R:3
C -1.382458 1.095872 0.446066 -1.69 0.77 0.71
C 0.908262 0.457207 0.044972 -2.10 1.30 -0.19
N -0.143787 0.885170 0.451793 5.30 -1.73 -1.49
N -2.068438 -0.639401 -1.104536 0.97 0.97 0.88
O 2.808613 -1.006739 -1.263458 0.71 0.14 -1.48
O 2.146570 -1.575957 0.943183 -0.01 -1.25 0.72
O -2.240593 0.324168 -0.258088 -2.13 -0.45 -0.79
S 1.698263 -1.342147 -0.419685 0.22 0.18 1.45
H -1.726433 1.801829 1.159755 -1.27 0.06 0.19
```
Positions in Å, forces in eV/Å.

Total charge = -1
Kohn-Sham gap (spin up / spin down) = 6.5315 / 6.6424 eV
Relative energy (zero: lowest compared OMol25 entry of this formula, charge and spin) = 164.9 kcal per mole
E_LUMO (spin up / spin down) = 3.51 / 3.41 eV


# C2HN3

An isolated molecule of C2HN3 (the ωB97M-V functional and the def2-TZVPD basis, the Open Molecules 2025 dataset).

```
6
Properties=species:S:1:pos:R:3:forces:R:3
C -1.507349 0.089814 0.224701 1.66 0.91 -0.21
C 2.115592 -1.129640 -0.071332 -0.16 1.44 0.00
N -0.461901 0.512567 -0.087202 -1.55 -1.89 1.17
N 1.603530 -0.058979 -0.087237 0.96 -3.63 0.03
N 0.717135 0.885985 -0.118224 0.19 3.48 -0.62
H -2.467006 -0.299746 0.139295 -1.09 -0.31 -0.36
```
Positions in Å, forces in eV/Å.

Kohn-Sham gap = 9.4576 eV
Relative energy (zero: lowest compared OMol25 entry of this formula, charge and spin) = 98.3 kcal per mole
E_LUMO = 0.32 eV


# C2HN3O3

An isolated molecule of C2HN3O3 (the ωB97M-V functional and the def2-TZVPD basis, the Open Molecules 2025 dataset).

```
9
Properties=species:S:1:pos:R:3:forces:R:3
O -0.846333 1.619740 -1.452561 0.09 -0.62 0.26
C -0.624214 1.327480 -0.312501 0.14 0.61 -2.22
N 0.028469 0.175998 0.100976 0.39 0.52 0.01
N 0.324273 0.052340 1.411072 -0.05 -1.64 1.53
N 0.687489 -1.137904 1.658095 -0.26 2.21 -1.50
O 0.727032 -1.807758 0.460504 0.17 -0.36 -0.83
C 0.345763 -0.940060 -0.615979 -0.27 -1.36 2.47
O 0.222916 -1.256499 -1.728878 0.21 -0.25 -1.45
H -0.865395 1.966663 0.479273 -0.41 0.89 1.72
```
Positions in Å, forces in eV/Å.

Kohn-Sham gap = 11.1020 eV
SMILES = O=Cn1nnoc1=O
Relative energy (zero: lowest compared OMol25 entry of this formula, charge and spin) = 85.7 kcal per mole
E_LUMO = -0.29 eV


# C2HN3O3

An isolated molecule of C2HN3O3 (the ωB97M-V functional and the def2-TZVPD basis, the Open Molecules 2025 dataset).

```
9
Properties=species:S:1:pos:R:3:forces:R:3
H -1.767412 -1.857737 -0.335350 -0.20 2.71 -1.09
N -1.830020 -0.738891 -0.459441 2.07 -5.10 2.60
C -0.806490 -0.290516 0.164262 -1.80 1.56 -2.22
N -0.988733 1.118141 0.198725 -2.56 0.37 2.03
N -0.089622 1.896781 0.130080 0.39 -0.42 -0.20
O 1.045037 1.237792 -0.211495 4.93 -1.05 -0.62
C 1.452068 -0.115036 0.084301 1.41 1.68 -1.36
O 2.579447 -0.444491 -0.236176 -4.06 0.34 1.65
O 0.405729 -0.806044 0.665097 -0.19 -0.09 -0.80
```
Positions in Å, forces in eV/Å.

Kohn-Sham gap = 10.2931 eV
SMILES = [H]/N=c1/nnoc(=O)o1
Relative energy (zero: lowest compared OMol25 entry of this formula, charge and spin) = 127.6 kcal per mole
E_LUMO = -0.89 eV